# C15H52F2NO19S2Y

A structure of composition C15H52F2NO19S2Y in a non-equilibrium geometry (wB97M-V/def2-TZVPD, OMol25).

Total energy ... -84937.340 eV
E_HOMO ... -1.26 eV
Net charge ... -2
E_LUMO ... 3.70 eV

Each line ends with the Löwdin charge.
Geometry (Å):
Y 30.597377 0.908395 -14.353688  1.548
O 28.649029 0.005571 -13.374233  -0.373
C 27.574376 0.510406 -14.115080  -0.421
C 27.780976 0.838723 -15.618988  -0.401
O 28.962718 1.517648 -15.985517  -0.406
H 27.167517 1.377151 -13.559322  0.087
H 26.751525 -0.239926 -14.115606  0.081
H 26.887156 1.402321 -15.951070  0.087
H 27.759652 -0.110613 -16.191737  0.071
O 31.342414 0.212105 -12.133647  -0.382
C 31.958815 1.299198 -11.526348  -0.422
C 31.348923 2.707012 -11.845514  -0.394
O 30.681492 2.889457 -13.075070  -0.410
H 33.043401 1.329658 -11.780668  0.058
H 31.912411 1.141441 -10.429235  0.081
H 32.192581 3.429668 -11.853388  0.070
H 30.693476 3.022603 -11.014612  0.075
N 31.430305 -0.907256 -15.360071  -0.312
S 31.154735 -2.128431 -16.315665  0.444
O 31.034518 -3.414592 -15.700077  -0.259
O 31.694976 -2.092941 -17.648815  -0.265
F 29.615126 -1.792459 -16.548227  -0.168
S 33.168844 -1.188661 -15.294695  0.600
O 33.934915 -0.700086 -16.402998  -0.263
O 33.617951 -2.291944 -14.517379  -0.250
F 33.380448 -0.035142 -14.224829  -0.173
C 36.145098 1.510300 -17.277720  -0.163
O 35.999247 0.325252 -18.033940  -0.131
H 35.273818 2.165724 -17.351444  0.069
H 36.313736 1.257534 -16.222811  0.057
H 37.031919 2.067486 -17.585644  0.077
H 35.260030 -0.148003 -17.623959  0.014
C 35.182114 -0.712695 -11.125397  -0.155
O 35.907281 0.490985 -11.325724  -0.144
H 34.830811 -1.196655 -12.039292  0.066
H 35.801469 -1.458201 -10.609052  0.070
H 34.313500 -0.495912 -10.507246  0.076
H 36.354355 0.413671 -12.177699  0.015
C 37.007320 -1.373013 -14.635024  -0.103
O 36.854636 -0.166572 -13.867003  -0.137
H 36.234711 -2.064358 -14.312483  0.076
H 36.925983 -1.097903 -15.688007  0.061
H 37.975352 -1.868572 -14.501403  0.083
H 37.558418 0.393944 -14.210526  0.079
C 35.958298 -3.106900 -17.791352  -0.148
O 35.086096 -3.651233 -16.814216  -0.122
H 36.369134 -3.921022 -18.401537  0.076
H 35.486630 -2.336545 -18.399823  0.070
H 36.830160 -2.708627 -17.272603  0.065
H 34.535660 -4.329971 -17.211214  0.081
C 31.255107 -3.416397 -12.225068  -0.171
O 29.944987 -2.864136 -12.235077  -0.108
H 31.703085 -3.468294 -13.219320  0.037
H 31.870731 -2.730414 -11.644421  0.079
H 31.238430 -4.406007 -11.752684  0.068
H 29.359138 -3.556505 -12.552138  0.064
C 35.232424 2.966137 -13.799051  -0.093
O 34.337872 3.503271 -14.791748  -0.125
H 36.153479 2.634743 -14.284043  0.062
H 35.479405 3.759248 -13.087754  0.084
H 34.724661 2.167409 -13.265336  0.070
H 34.870777 3.995412 -15.420857  0.083
C 34.113284 -5.650852 -13.152003  -0.173
O 34.435540 -4.347792 -12.726329  -0.127
H 34.331233 -5.766514 -14.220634  0.075
H 34.687360 -6.389507 -12.592220  0.068
H 33.046542 -5.871263 -13.024868  0.068
H 34.217036 -3.735591 -13.440149  0.019
C 32.495873 -0.370835 -20.236003  -0.170
O 31.229904 -0.950452 -20.450078  -0.134
H 33.102326 -0.951132 -19.532252  0.059
H 33.025463 -0.358666 -21.190825  0.071
H 32.424823 0.648919 -19.846673  0.075
H 30.650199 -0.696924 -19.715709  0.026
C 32.230463 1.889618 -17.070409  -0.112
O 32.243491 2.033570 -15.648714  -0.225
H 33.085125 1.322615 -17.444704  0.053
H 31.323048 1.373810 -17.381646  0.067
H 32.252534 2.899897 -17.489754  0.096
H 32.993279 2.618174 -15.428263  0.051
C 28.235678 -0.277477 -19.313347  -0.184
O 29.291081 0.390011 -18.684007  -0.145
H 28.424890 -0.337125 -20.387387  0.074
H 28.066251 -1.288353 -18.918830  0.071
H 27.267361 0.233317 -19.216652  0.079
H 29.032348 0.664323 -17.781380  0.037
C 29.745629 -4.448784 -19.404658  -0.144
O 28.570925 -5.232209 -19.169698  -0.136
H 30.416757 -4.978855 -20.080087  0.075
H 29.461059 -3.514960 -19.893854  0.072
H 30.294891 -4.253262 -18.485809  0.060
H 28.074917 -4.760269 -18.494644  0.067

Force components x, y, z for each atom (eV/Å):
-3.33 2.67 4.84
0.90 0.84 -2.31
0.03 -0.54 0.77
0.27 -0.04 -0.22
0.75 -0.77 0.71
-0.05 0.31 -0.40
-0.19 0.08 -0.11
-0.04 0.05 0.06
-0.23 -0.18 0.25
0.07 0.93 -1.62
-0.35 -0.67 -0.37
-0.12 0.69 -0.64
0.64 -1.92 -0.42
0.10 0.13 -0.01
0.18 0.34 0.13
0.15 -0.04 0.43
-0.13 -0.16 0.05
5.24 -2.90 -1.53
-5.09 -2.17 -2.18
1.05 0.17 0.24
0.62 0.37 0.89
0.32 0.33 -0.05
0.61 3.57 3.15
-0.71 -0.80 -0.07
-0.55 -0.72 -1.08
-0.15 0.04 -0.42
0.23 -0.14 0.53
0.08 0.24 -0.09
-0.04 0.00 0.00
-0.24 0.13 0.05
-0.04 -0.15 -0.38
0.04 -0.07 -0.10
0.07 -0.34 0.32
0.02 0.09 -0.08
-0.05 0.32 -0.17
0.02 0.05 0.07
-0.06 0.05 -0.07
-0.11 -0.17 0.08
-0.15 0.11 -0.02
0.79 -0.30 -0.44
-0.14 0.05 -0.25
-0.31 -0.36 -0.08
0.06 0.21 0.29
-0.16 0.32 0.28
0.33 -0.80 0.18
0.12 0.09 0.21
-0.17 0.21 -0.35
0.00 -0.02 -0.06
-0.20 0.31 0.07
-0.13 0.14 -0.09
-0.14 0.43 0.26
0.14 -0.38 -0.01
-0.17 -0.18 -0.09
-0.01 -0.05 0.08
0.29 -0.05 -0.02
-0.12 0.20 -0.18
-0.14 0.58 -0.04
0.28 -0.07 -0.06
-0.06 -0.30 0.14
0.00 -0.12 0.08
0.05 -0.09 -0.10
-0.10 0.09 -0.01
-0.33 0.11 -0.54
0.32 -0.15 0.19
0.09 -0.17 0.06
0.10 0.13 0.09
0.01 0.03 0.10
-0.16 0.02 0.15
0.15 -0.13 0.12
-0.15 0.01 -0.17
-0.08 -0.03 0.08
-0.04 0.10 -0.03
-0.02 0.05 -0.09
0.15 0.07 0.14
0.03 0.43 -0.09
0.18 -0.32 -0.88
0.05 -0.02 0.14
-0.09 0.15 0.10
-0.17 -0.14 -0.32
-0.19 -0.10 0.58
-0.86 -0.13 -0.09
0.16 -0.02 -0.27
0.25 -0.10 0.05
0.23 -0.04 -0.03
0.16 0.19 0.16
0.19 0.33 0.50
-0.15 0.16 -0.17
0.21 -0.10 0.00
-0.20 -0.22 -0.01
0.25 0.15 0.12
-0.03 0.14 0.06
-0.04 -0.08 0.02


# C7H15NO

The molecule C7H15NO in a non-equilibrium geometry (wB97M-V/def2-TZVPD, OMol25).

Total energy ... -11036.611 eV
E_HOMO ... -7.92 eV
Energy relative to the best compared isomer or geometry (same formula, charge and spin) ... 93.7 kcal/mol
E_LUMO ... 0.82 eV
SMILES ... CC(C)=[N+]([O-])C(C)(C)C

Each line ends with the Löwdin charge.
Geometry (Å):
C 0.563156 0.953690 0.856035  -0.250
C 0.979081 2.343175 1.304508  -0.011
C 0.693045 -0.057597 1.956689  -0.050
C -0.656527 -0.400629 -2.439946  -0.002
C 0.642817 -1.561991 -0.494517  -0.028
C -1.723238 -0.863609 -0.250624  -0.009
C -0.378407 -0.483767 -0.893322  -0.471
N 0.093777 0.815834 -0.356423  -0.202
O -0.145967 1.835109 -1.021768  -0.080
H 2.015929 2.523647 1.300989  0.069
H 0.534122 2.468626 2.287087  0.078
H 0.464344 3.053203 0.634318  0.081
H 0.672719 0.275676 2.935738  0.056
H -0.005231 -0.840848 1.997026  0.041
H 1.716191 -0.476273 1.875200  0.108
H -0.928862 0.615875 -2.649923  0.076
H 0.200637 -0.728282 -2.899169  0.045
H -1.279506 -1.209412 -2.746931  0.078
H 0.342640 -1.919847 0.473946  0.057
H 1.664224 -1.156281 -0.636724  0.116
H 0.403477 -2.394233 -1.135844  0.083
H -1.504521 -0.808632 0.811970  0.067
H -2.495413 -0.148861 -0.427618  0.096
H -1.868485 -1.834570 -0.480697  0.053

Force components x, y, z for each atom (eV/Å):
0.49 0.70 1.15
-2.84 -0.19 -0.93
1.91 -1.00 -1.95
0.38 0.18 2.63
-0.81 0.58 -1.14
2.31 3.23 1.95
-1.01 -0.91 -0.89
-0.29 -0.69 2.33
-0.26 1.75 -2.36
1.36 0.08 0.08
0.38 0.21 0.32
0.52 -0.13 0.31
-0.14 1.83 1.71
-0.76 -1.11 -0.42
-0.46 -0.31 0.07
-0.37 0.11 -0.58
2.61 0.16 -1.48
-1.45 -0.13 0.15
0.85 -0.06 0.47
-0.47 -0.73 0.38
0.52 -0.44 -0.56
-0.54 -0.19 0.34
-0.70 0.14 -0.61
-1.24 -3.06 -0.99